Formula: C4H12N2O
Source: the Open Molecules 2025 dataset
Level of theory: ωB97M-V with the def2-TZVPD basis set

Results
Charge: 0
SMILES: CC(C)(CO)NN
HOMO-LUMO gap in eV: 9.7232
HOMO energy in eV: -8.96
DFT total energy in eV: -9369.0834

```
19
C4H12N2O (ωB97M-V with the def2-TZVPD basis set)
H -1.867 -2.040 -0.437
C 0.038 -0.023 0.105
H 0.525 0.507 2.192
H 1.673 1.200 -0.698
N -0.152 -1.444 0.499
H 1.689 -0.472 -1.265
H -0.765 1.563 -1.179
H -1.973 0.375 -0.681
O -0.035 2.212 1.203
H -0.545 -2.151 -1.408
H -1.190 0.638 1.793
N -0.865 -2.256 -0.444
H 2.214 -0.087 0.382
C -0.179 0.806 1.405
H 0.908 2.399 1.089
H 0.745 -1.868 0.760
C 1.484 0.164 -0.397
C -0.927 0.497 -0.982
H -0.780 -0.018 -1.938
```

These are the natural (NBO) partial charges, in e, on atoms 1 to 2:
1 H 0.35
2 C 0.07